No. 1
Below is 7 unconnected molecules or ions with the total composition C57H127N6O in a non-equilibrium geometry, with properties calculated with the ωB97M-V functional and the def2-TZVPD basis.

Geometry as XYZ:
```
191
Properties=species:S:1:pos:R:3:lowdin_charge:R:1
C -0.048 1.398 0.614 -0.067
C -1.003 0.191 0.559 -0.658
C -2.101 0.197 1.587 -0.074
O -1.591 0.069 -0.688 -0.322
H -0.465 2.275 0.118 0.039
H 0.890 1.285 0.068 0.056
H 0.171 1.628 1.656 0.053
H -0.428 -0.719 0.728 0.088
H -1.690 0.549 2.533 0.063
H -2.550 -0.777 1.782 0.053
H -2.919 0.823 1.231 0.050
C -4.903 -4.786 2.887 -0.084
C -4.675 -3.567 1.954 -0.229
C -3.964 -3.944 0.653 -0.214
C -4.026 -2.973 -0.438 -0.112
N -3.306 -3.409 -1.748 -0.195
C -3.426 -2.244 -2.711 -0.154
C -4.824 -2.317 -3.322 -0.145
C -5.166 -3.861 -3.382 -0.100
C -4.134 -4.560 -2.437 -0.039
C -1.731 -3.540 -1.530 0.066
H -5.669 -5.425 2.446 0.081
H -5.355 -4.638 3.868 0.083
H -4.053 -5.467 2.838 0.062
H -4.087 -2.761 2.394 0.087
H -5.671 -3.171 1.753 0.114
H -4.420 -4.877 0.320 0.119
H -2.933 -4.201 0.899 0.107
H -3.493 -2.043 -0.237 0.118
H -5.039 -2.718 -0.749 0.144
H -2.798 -2.461 -3.574 0.119
H -3.085 -1.293 -2.302 0.098
H -4.964 -1.861 -4.302 0.116
H -5.630 -1.766 -2.838 0.101
H -4.939 -4.344 -4.332 0.117
H -6.218 -4.001 -3.134 0.122
H -3.385 -5.054 -3.056 0.125
H -4.668 -5.238 -1.771 0.126
H -1.339 -2.548 -1.307 0.073
H -1.302 -3.953 -2.443 0.097
H -1.686 -4.224 -0.683 0.085
C 2.135 -2.209 -1.373 -0.098
C 2.784 -3.586 -1.722 -0.220
C 3.167 -3.704 -3.184 -0.170
C 4.285 -2.695 -3.581 -0.084
N 4.905 -3.077 -4.940 -0.208
C 5.924 -2.007 -5.395 -0.089
C 6.741 -2.716 -6.443 -0.169
C 6.759 -4.150 -6.064 -0.159
C 5.776 -4.363 -4.950 -0.077
C 3.840 -3.279 -6.080 0.038
H 1.811 -2.000 -0.353 0.058
H 1.254 -1.806 -1.872 0.035
H 2.886 -1.503 -1.727 0.065
H 1.953 -4.257 -1.501 0.107
H 3.579 -3.679 -0.982 0.113
H 2.220 -3.527 -3.694 0.095
H 3.435 -4.742 -3.384 0.123
H 5.053 -2.392 -2.869 0.144
H 3.837 -1.731 -3.824 0.115
H 5.497 -1.071 -5.757 0.141
H 6.635 -1.837 -4.587 0.143
H 6.212 -2.553 -7.382 0.118
H 7.727 -2.320 -6.687 0.144
H 6.422 -4.812 -6.861 0.129
H 7.755 -4.539 -5.855 0.142
H 5.179 -5.244 -5.186 0.137
H 6.150 -4.357 -3.927 0.141
H 4.263 -3.648 -7.014 0.110
H 3.452 -2.307 -6.387 0.088
H 3.075 -4.039 -5.928 0.108
C 0.342 4.524 -1.872 -0.109
C 0.526 4.370 -3.344 -0.247
C -0.369 3.205 -3.788 -0.185
C 0.202 1.740 -3.582 -0.070
N -0.388 0.602 -4.497 -0.230
C 0.022 0.812 -5.968 -0.037
C 0.832 -0.442 -6.451 -0.130
C 0.521 -1.563 -5.468 -0.122
C 0.194 -0.775 -4.119 -0.085
C -1.903 0.646 -4.342 0.029
H 1.178 5.127 -1.516 0.087
H 0.314 3.599 -1.294 0.046
H -0.637 4.966 -1.692 0.074
H 1.545 4.201 -3.694 0.117
H 0.206 5.252 -3.898 0.125
H -0.497 3.426 -4.848 0.108
H -1.388 3.352 -3.430 0.095
H -0.041 1.402 -2.574 0.101
H 1.282 1.878 -3.621 0.132
H -0.924 0.799 -6.510 0.134
H 0.648 1.702 -6.027 0.134
H 0.550 -0.733 -7.463 0.127
H 1.916 -0.434 -6.571 0.103
H -0.411 -2.100 -5.650 0.113
H 1.371 -2.216 -5.272 0.072
H -0.245 -1.225 -3.229 0.101
H 1.167 -0.488 -3.720 0.104
H -1.997 0.463 -3.271 0.081
H -2.186 -0.205 -4.960 0.102
H -2.401 1.484 -4.828 0.115
C -0.956 4.836 2.121 -0.108
C -2.374 5.436 2.280 -0.176
C -3.626 4.534 1.778 -0.138
C -3.422 3.837 0.405 -0.092
N -4.772 3.618 -0.362 -0.192
C -5.904 2.855 0.452 -0.045
C -6.282 1.577 -0.383 -0.093
C -4.965 1.414 -1.195 -0.175
C -4.515 2.752 -1.626 -0.134
C -5.369 4.921 -0.985 0.031
H -0.236 5.365 2.745 0.047
H -0.547 5.005 1.125 0.062
H -0.783 3.810 2.447 0.056
H -2.439 6.315 1.639 0.106
H -2.493 5.768 3.312 0.106
H -4.587 5.045 1.833 0.106
H -3.816 3.712 2.469 0.098
H -2.833 2.920 0.382 0.106
H -2.867 4.464 -0.293 0.114
H -6.695 3.594 0.580 0.128
H -5.632 2.396 1.402 0.125
H -7.114 1.793 -1.054 0.123
H -6.445 0.767 0.327 0.117
H -5.235 1.002 -2.168 0.117
H -4.141 0.970 -0.636 0.090
H -5.197 3.142 -2.381 0.122
H -3.574 3.013 -2.111 0.127
H -5.426 5.708 -0.233 0.105
H -6.334 4.705 -1.444 0.112
H -4.792 5.297 -1.830 0.107
C 3.462 -2.294 2.264 -0.071
C 2.680 -1.167 2.968 -0.221
C 1.240 -1.391 3.679 -0.165
C 1.381 -2.535 4.716 -0.055
N -0.081 -2.971 5.166 -0.209
C -0.011 -4.072 6.245 -0.072
C -0.854 -5.283 5.798 -0.151
C -0.699 -5.271 4.347 -0.172
C -0.739 -3.785 4.013 -0.099
C -1.101 -1.936 5.618 0.025
H 3.186 -3.274 2.653 0.065
H 4.479 -1.985 2.506 0.090
H 3.276 -2.424 1.198 0.038
H 2.791 -0.260 2.375 0.075
H 3.311 -0.813 3.784 0.093
H 0.565 -1.667 2.868 0.077
H 0.943 -0.426 4.091 0.105
H 2.013 -2.075 5.475 0.143
H 1.848 -3.394 4.234 0.119
H -0.228 -3.529 7.165 0.136
H 0.984 -4.517 6.283 0.135
H -1.874 -5.232 6.177 0.136
H -0.372 -6.226 6.059 0.140
H -1.467 -5.883 3.873 0.133
H 0.285 -5.562 3.979 0.129
H -1.782 -3.473 4.079 0.117
H -0.255 -3.478 3.086 0.117
H -0.704 -1.267 6.382 0.117
H -2.071 -2.331 5.919 0.119
H -1.314 -1.461 4.661 0.084
C 3.953 2.257 1.286 -0.088
C 3.307 3.429 2.027 -0.284
C 3.221 3.237 3.480 -0.204
C 2.202 4.271 4.059 -0.086
N 2.756 4.907 5.375 -0.207
C 3.680 4.032 6.286 -0.081
C 5.117 4.555 6.125 -0.141
C 4.881 6.021 5.914 -0.147
C 3.668 6.106 4.959 -0.044
C 1.510 5.468 6.125 0.035
H 4.437 1.557 1.967 0.071
H 4.855 2.576 0.763 0.079
H 3.283 1.818 0.546 0.060
H 2.315 3.481 1.580 0.096
H 3.808 4.349 1.725 0.123
H 4.258 3.340 3.799 0.110
H 2.962 2.188 3.624 0.110
H 1.290 3.691 4.205 0.124
H 2.034 5.030 3.295 0.116
H 3.318 4.148 7.308 0.134
H 3.589 2.980 6.019 0.122
H 5.638 4.216 7.020 0.142
H 5.476 4.096 5.204 0.108
H 4.921 6.660 6.796 0.132
H 5.830 6.426 5.563 0.130
H 3.054 7.004 5.030 0.135
H 3.955 5.934 3.921 0.126
H 1.784 6.205 6.880 0.115
H 1.052 4.555 6.506 0.104
H 0.815 5.980 5.460 0.100
```

Summary:
**Net charge**: +5
**Multiplicity**: 1
**Energy relative to the best compared isomer or geometry (same formula, charge and spin)**: 687.4 kJ/mol
**M**: 912.68 g/mol
**E_HOMO**: -16.38 eV

No. 2
Below is C21H21ClN2O3 in the gas phase, with properties calculated with the ωB97M-V functional and the def2-TZVPD basis.

Geometry as XYZ:
```
48
Properties=species:S:1:pos:R:3:lowdin_charge:R:1
O -0.756 -1.984 -0.434 0.060
C -0.021 -1.273 0.233 -0.445
N 0.788 -1.777 1.194 0.074
H 1.368 -1.151 1.731 0.147
C 0.914 -3.192 1.458 -0.167
C 2.218 -3.770 0.894 -0.158
C 2.152 -4.062 -0.613 -0.266
O 1.889 -2.928 -1.400 -0.094
H 0.943 -2.729 -1.350 0.058
H 1.402 -4.842 -0.797 0.122
H 3.126 -4.436 -0.942 0.117
H 3.033 -3.069 1.088 0.111
H 2.445 -4.706 1.406 0.110
H 0.875 -3.350 2.540 0.121
H 0.052 -3.683 0.999 0.125
C 0.114 0.202 0.047 -0.132
C -0.940 1.029 -0.122 0.000
C -2.305 0.608 -0.128 -0.069
C -3.320 1.478 -0.293 -0.038
C -4.732 1.164 -0.329 -0.225
C -5.225 -0.144 -0.283 -0.030
C -6.583 -0.387 -0.319 -0.086
C -7.484 0.664 -0.401 -0.095
C -7.013 1.966 -0.451 -0.089
C -5.655 2.212 -0.418 -0.044
H -5.293 3.230 -0.457 0.108
H -7.708 2.790 -0.519 0.101
H -8.546 0.468 -0.429 0.099
H -6.946 -1.404 -0.284 0.102
H -4.539 -0.975 -0.228 0.106
H -3.078 2.529 -0.407 0.113
H -2.494 -0.447 -0.011 0.095
H -0.748 2.085 -0.245 0.107
N 1.453 0.616 0.053 0.110
C 1.939 1.887 0.049 -0.418
O 1.255 2.882 0.181 0.083
C 3.435 1.993 -0.031 -0.135
C 4.314 1.130 -0.688 -0.557
C 5.678 1.385 -0.689 -0.111
C 6.189 2.493 -0.038 -0.073
C 5.330 3.367 0.608 -0.068
C 3.974 3.116 0.600 -0.015
H 3.282 3.791 1.082 0.120
H 5.716 4.240 1.110 0.106
H 7.252 2.675 -0.046 0.107
H 6.338 0.708 -1.210 0.102
Cl 3.787 -0.277 -1.582 0.762
H 2.124 -0.123 -0.129 0.052
```

Summary:
**Structure (SMILES)**: O=C(NCCCO)/C(=C\C=C\c1ccccc1)NC(=O)c1ccccc1Cl
**Multiplicity**: 1
**Energy relative to the best compared isomer or geometry (same formula, charge and spin)**: 220.5 kJ/mol
**M**: 384.86 g/mol
**E_HOMO**: -7.59 eV

The highest M belongs to which entry? C57H127N6O